[1]
A molecular structure, C19H31AsI2N2O6SSi2W at a distorted geometry, computed with the ωB97M-V functional and the def2-TZVPD basis.

Each line ends with the Löwdin charge.
Positions of all 65 atoms, in Å:
W: 0.523 0.354 -0.947  1.483
C: 3.042 1.006 5.664  -0.017
C: 2.827 1.486 4.262  -0.221
C: 1.557 1.425 3.679  0.003
C: 1.364 1.724 2.347  -0.052
C: 2.467 2.101 1.582  -0.315
C: 3.728 2.263 2.160  -0.035
C: 3.892 1.963 3.498  0.010
S: 2.420 2.235 -0.143  0.694
O: 0.876 2.221 -0.524  -0.477
O: 3.139 3.374 -0.570  -0.252
N: 2.704 0.832 -0.919  -0.308
C: 3.567 -0.091 -0.187  -0.131
C: 2.699 -0.809 0.826  -0.518
O: 3.033 -1.392 1.798  0.198
O: 1.358 -0.693 0.487  -0.375
H: 2.199 1.254 6.307  0.093
H: 3.953 1.416 6.095  0.091
H: 3.139 -0.082 5.653  0.103
H: 0.710 1.129 4.284  0.131
H: 0.369 1.696 1.925  0.109
H: 4.564 2.617 1.569  0.132
H: 4.865 2.094 3.954  0.134
H: 4.400 0.401 0.309  0.137
H: 3.983 -0.821 -0.884  0.144
O: -0.088 0.591 -2.839  -0.281
C: -0.980 1.540 -2.724  -0.546
C: -1.748 2.215 -3.800  -0.060
C: -2.582 3.205 -2.969  -0.048
C: -2.264 2.905 -1.503  -0.409
O: -2.701 3.396 -0.517  0.156
N: -1.273 1.853 -1.509  0.019
H: -2.355 1.473 -4.324  0.144
H: -1.098 2.677 -4.542  0.111
H: -3.654 3.106 -3.131  0.138
H: -2.321 4.244 -3.166  0.122
C: -3.345 -2.697 1.787  -0.196
Si: -3.739 -1.599 0.368  0.431
C: -4.404 -2.401 -1.156  -0.190
C: -4.459 0.050 0.763  -0.215
As: -1.434 -0.790 -0.340  0.973
Si: -0.048 -2.554 -1.149  0.315
C: 1.270 -1.724 -2.328  -0.189
C: 0.761 -3.634 0.122  -0.183
C: -1.004 -3.657 -2.300  -0.193
H: -4.250 -3.229 2.094  0.061
H: -2.983 -2.119 2.639  0.049
H: -2.584 -3.435 1.533  0.035
H: -5.422 -2.041 -1.327  0.055
H: -4.439 -3.487 -1.055  0.050
H: -3.816 -2.167 -2.045  0.026
H: -5.383 -0.052 1.338  0.058
H: -4.686 0.594 -0.156  0.043
H: -3.764 0.663 1.339  0.038
H: 1.839 -0.812 -2.020  -0.013
H: 0.828 -1.518 -3.297  0.056
H: 2.069 -2.458 -2.455  0.092
H: 0.876 -3.162 1.097  0.033
H: 1.749 -3.961 -0.211  0.057
H: 0.147 -4.528 0.261  0.049
H: -1.470 -3.144 -3.143  0.044
H: -1.792 -4.181 -1.756  0.038
H: -0.308 -4.402 -2.695  0.061
I: 2.333 2.635 -3.912  0.276
I: 1.144 4.900 -3.197  0.237

Computed properties:
* orbital gap (spin up / spin down): 5.7 / 5.7 eV
* total charge: +2
* HOMO (spin up / spin down): -13.9 / -13.9 eV
* E: -140913.1885 eV

---

[2]
2 unconnected molecules or ions with the total composition C4H7Cl2N at a distorted geometry, computed with the ωB97M-V functional and the def2-TZVPD basis.

Each line ends with the Löwdin charge.
Positions of all 14 atoms, in Å:
C: 0.800 1.660 -0.468  -0.297
C: -0.195 0.541 -0.223  -0.461
C: 0.343 -0.621 0.374  -0.456
C: -1.566 0.716 -0.309  -0.463
H: 2.783 2.192 0.408  0.150
H: 2.123 0.241 0.689  0.042
H: 1.204 1.253 -1.479  0.135
H: 0.459 2.634 -0.345  0.080
H: -0.498 -1.517 0.034  0.130
H: 0.475 -0.290 1.509  0.142
H: -1.846 1.540 -0.984  0.081
N: 1.734 1.601 0.727  -0.142
Cl: 2.068 -1.367 -0.203  0.494
Cl: -2.840 -0.459 0.135  0.564

Computed properties:
* orbital gap: 9.2 eV
* total charge: 0
* HOMO: -9.1 eV
* energy above the lowest of the compared OMol25 structures with the same formula, charge and spin: 470.1 kJ/mol
* E: -30791.2988 eV